Here is a cluster of 10 separate species, C42H108N4O14 in total at a distorted geometry from OMol25. Energies are from ωB97M-V/def2-TZVPD.

The calculation puts the frontier orbital gap at 8.86 eV. The strongest force on any atom comes out at 0.0670 Eh/bohr. The SMILES is COCCNCCOC.COCCNCCOC.COCCNCCOC.COCCNCCOC.CC(C)O.CC(C)O.CC(C)O.CC(C)O.CC(C)O.CC(C)O.

The geometry in XYZ format:
```
168
Properties=species:S:1:pos:R:3:forces:R:3:lowdin_charge:R:1
C 1.17384 -6.24450 -0.95765 -0.57 1.77 -1.26 -0.1384
O 2.57555 -6.20915 -0.92387 -0.05 -0.70 1.15 -0.2158
C 2.98952 -6.79888 0.32467 0.86 -0.12 -1.08 -0.1939
C 4.51656 -6.71739 0.33525 1.21 0.36 0.79 -0.1908
N 5.14662 -5.52729 0.88606 0.49 0.08 -0.40 -0.0756
C 5.35863 -5.46582 2.30086 -1.90 -1.42 1.46 -0.2021
C 4.09015 -4.92851 3.04674 0.12 -0.88 0.20 -0.2277
O 3.61575 -3.69226 2.54079 0.57 0.01 0.72 -0.1931
C 4.39314 -2.61290 3.05264 0.39 -0.64 -0.21 -0.0977
H 0.77981 -7.24052 -0.88090 -0.20 -0.65 0.21 0.0756
H 0.91754 -5.84471 -1.95500 -0.17 -0.24 0.38 0.0969
H 0.67289 -5.56412 -0.22238 0.51 -0.55 -0.20 0.0956
H 2.76993 -7.88848 0.31908 -0.55 0.56 0.19 0.1275
H 2.47144 -6.21671 1.10109 0.32 -0.59 0.20 0.1111
H 4.87718 -6.72502 -0.69605 -0.41 -0.53 -0.13 0.1183
H 5.03471 -7.54290 0.88063 -0.82 0.17 -0.52 0.1224
H 4.74779 -4.69705 0.47739 -0.01 0.32 0.24 0.0935
H 6.23127 -4.93254 2.62111 0.65 0.48 -0.22 0.0906
H 5.47878 -6.53962 2.69415 0.04 1.42 -0.56 0.1375
H 4.15862 -4.98740 4.16333 0.45 0.72 -0.58 0.1270
H 3.30584 -5.64983 2.87463 -0.39 -0.15 -0.40 0.0886
H 5.42116 -2.60555 2.64146 -0.40 0.03 0.16 0.1024
H 4.42446 -2.63575 4.13103 0.29 -0.41 0.63 0.0826
H 3.88162 -1.70838 2.85653 -0.39 0.85 -0.75 0.0400
C 0.30051 -1.19072 -3.45174 0.69 -0.08 1.34 -0.1315
O -0.01806 0.03353 -4.04914 -0.59 -0.03 -0.54 -0.1975
C -0.45455 -0.14357 -5.39532 1.54 -0.76 -0.90 -0.2167
C -0.55367 1.20014 -6.10904 -1.46 -0.13 2.08 -0.2154
N 0.73277 1.83225 -6.09177 0.38 0.08 -0.19 -0.0474
C 0.73421 3.21298 -6.51822 -0.62 0.52 0.34 -0.2149
C 1.99048 3.88011 -6.07973 0.28 1.36 0.07 -0.2288
O 1.95402 4.15733 -4.69552 -0.44 0.15 0.27 -0.2217
C 2.77023 5.24131 -4.35264 -0.59 0.33 -0.08 -0.1078
H 1.10285 -1.75838 -3.93906 0.39 0.55 -0.05 0.0960
H -0.48072 -1.91984 -3.38841 -1.29 -0.21 -0.34 0.0712
H 0.52869 -0.98920 -2.38569 0.31 0.05 -0.67 0.0781
H -1.31817 -0.82050 -5.45962 -0.26 0.57 0.14 0.1241
H 0.36203 -0.67837 -5.93601 -0.29 0.01 0.26 0.1270
H -1.24774 1.79861 -5.46187 -0.09 -0.13 -0.72 0.1278
H -1.00444 1.05471 -7.09071 0.28 0.17 -0.12 0.1241
H 1.03720 1.82805 -5.12241 0.10 -0.16 -0.04 0.0922
H -0.09565 3.85671 -6.07596 0.51 -0.81 -0.48 0.1332
H 0.67436 3.30606 -7.60376 -0.13 -0.23 -0.08 0.1230
H 2.05757 4.83573 -6.60959 0.03 0.08 -0.13 0.1197
H 2.90966 3.35909 -6.24807 0.51 -0.81 -0.64 0.1232
H 2.57022 5.51971 -3.35245 -0.66 0.19 1.26 0.0682
H 2.56877 6.14886 -4.95249 0.33 -0.50 -0.15 0.1047
H 3.79278 4.95290 -4.29518 1.24 -0.08 -0.68 0.0791
C 3.72768 2.39776 -1.85606 0.38 1.41 -0.15 -0.1031
O 2.54485 2.71025 -1.18197 -1.62 0.98 -0.17 -0.1899
C 1.40913 2.09955 -1.76482 -0.31 -1.71 0.71 -0.2330
C 0.08335 2.66640 -1.34515 0.84 1.46 0.18 -0.1766
N -0.10115 4.08730 -1.73386 -1.53 -0.46 -0.39 -0.0338
C -0.71544 4.30362 -3.05459 0.73 -0.26 0.17 -0.1939
C -1.09644 5.74782 -3.29338 -0.23 -0.84 -0.83 -0.1795
O -1.74296 5.74743 -4.57387 0.65 -1.08 1.05 -0.1922
C -2.31403 6.92726 -4.97638 -0.34 1.45 0.63 -0.1475
H 3.53643 2.47428 -2.94209 0.34 -0.33 0.21 0.0832
H 3.99317 1.40170 -1.52078 0.82 -0.13 -0.31 0.0581
H 4.44503 3.24112 -1.59168 -0.46 -1.43 -0.19 0.1105
H 1.36678 1.04371 -1.40970 0.29 0.24 -0.35 0.1067
H 1.35750 2.04868 -2.86197 0.84 0.37 0.04 0.1078
H -0.08695 2.57778 -0.26896 0.08 -0.05 0.02 0.1092
H -0.59995 2.00504 -1.86249 -0.69 0.20 -0.10 0.1036
H 0.70598 4.65950 -1.61152 0.81 -0.02 0.22 0.1050
H -1.54572 3.62730 -3.07748 -0.93 -0.08 -0.18 0.1154
H -0.09221 4.06555 -3.91967 0.21 -0.39 0.30 0.0841
H -0.16595 6.29703 -3.37451 0.26 0.62 0.14 0.1212
H -1.71453 6.12351 -2.49497 -0.42 0.45 0.19 0.1082
H -2.68836 6.71362 -5.96087 -0.20 0.40 -0.54 0.0812
H -1.60053 7.78239 -4.96499 -0.15 -0.42 -0.31 0.0942
H -3.15458 7.26242 -4.32745 0.23 -0.35 -0.21 0.0938
C -1.28139 3.34403 4.43295 -0.80 -2.49 1.53 -0.0623
O -1.98167 2.30694 3.73437 0.50 0.83 -0.46 -0.2008
C -3.24084 1.94580 4.24333 -0.18 2.89 0.31 -0.2632
C -3.68844 0.75950 3.51234 -0.03 -1.56 0.78 -0.1293
N -2.77667 -0.39160 3.91130 -2.44 0.66 -2.34 -0.0383
C -3.07740 -0.86273 5.21328 -0.71 -0.41 0.95 -0.2279
C -1.80757 -1.09525 5.94074 1.68 0.86 -0.06 -0.1945
O -1.17894 0.22100 6.02682 0.68 -1.12 0.61 -0.2250
C 0.04262 0.17613 6.80031 -1.12 0.24 0.22 -0.0887
H -1.02834 2.90163 5.44291 0.39 0.65 -0.94 0.1006
H -1.80840 4.24172 4.62948 -1.28 0.84 -0.03 0.0701
H -0.48183 3.62220 3.81269 1.46 0.04 -0.50 0.0618
H -3.94044 2.81894 4.19975 0.16 -0.47 -0.66 0.1411
H -3.17882 1.83595 5.30921 0.25 -0.74 0.84 0.1015
H -3.72068 0.92468 2.45543 0.40 -0.01 -0.74 0.0979
H -4.71910 0.55042 3.78909 -0.06 -0.41 0.15 0.1296
H -1.88711 0.01008 3.93237 1.73 0.90 0.00 0.0563
H -3.67801 -1.77114 5.13255 -0.06 -0.05 0.30 0.1294
H -3.62082 -0.12015 5.84548 0.04 -0.42 -0.48 0.1328
H -1.07839 -1.76155 5.44674 -0.43 0.00 -0.16 0.1244
H -1.97523 -1.49083 6.91828 -0.20 -0.23 0.92 0.1130
H -0.20453 -0.05290 7.86035 0.21 0.00 -0.50 0.0925
H 0.43806 1.19825 6.76786 0.17 -0.38 -0.09 0.0794
H 0.76169 -0.57527 6.43072 -0.23 0.33 -0.06 0.0872
C -5.46891 0.05411 -1.86549 0.89 1.80 -1.63 -0.0559
C -4.35488 -0.69017 -1.26750 1.44 -0.41 0.40 -0.5132
C -3.09909 -0.82436 -2.13115 0.66 1.76 1.30 -0.0231
O -4.06323 -0.19394 0.03296 -0.13 0.75 -0.26 -0.0563
H -6.32899 -0.05052 -1.23848 -0.59 0.55 0.31 0.0774
H -5.69646 -0.31326 -2.87506 -0.03 -0.19 0.31 0.0879
H -5.06952 1.08655 -2.04218 -1.01 -0.33 0.44 0.1026
H -4.74841 -1.63940 -1.10605 -0.47 -2.31 0.14 0.1084
H -3.36244 -0.83003 -3.14253 -0.35 -0.16 -1.74 0.0555
H -2.47523 -1.66573 -1.92771 0.06 -1.00 0.37 0.0561
H -2.39415 0.03235 -1.98817 -0.76 -0.20 -0.08 0.0858
H -3.39658 -0.79570 0.38027 0.22 -0.19 0.43 0.0270
C -3.22505 3.42954 0.38307 1.33 -0.25 -0.59 -0.0433
C -3.35268 4.92099 0.16603 -1.18 0.93 -0.76 -0.5238
C -4.05528 5.70477 1.26911 -1.54 -0.89 0.20 -0.0613
O -2.14083 5.57232 -0.11476 1.12 -0.64 -0.23 -0.0765
H -2.43272 3.24438 1.11843 -0.38 -0.07 0.29 0.0788
H -2.90993 2.82641 -0.50044 -0.11 0.81 0.14 0.0788
H -4.15324 2.98362 0.65020 -0.79 -0.30 0.64 0.0645
H -4.01639 5.14772 -0.68116 -0.05 -0.60 -0.35 0.1270
H -3.64163 5.53065 2.25056 0.31 -0.06 0.40 0.0579
H -5.15843 5.40057 1.31330 1.43 0.33 -0.06 0.1022
H -4.03051 6.76867 1.05640 0.13 0.09 -0.10 0.0716
H -1.58565 4.96809 -0.67428 -0.07 0.49 0.52 0.0500
C 2.18817 2.39140 2.55326 1.31 0.30 -1.20 -0.0281
C 3.18403 1.34311 2.91188 -1.91 -1.86 0.99 -0.4222
C 3.45978 1.31749 4.39257 -0.50 -1.15 1.00 -0.0492
O 2.64274 0.02202 2.45492 1.35 1.07 0.50 -0.0983
H 1.19321 2.00261 2.65350 -0.67 0.14 0.14 0.0701
H 2.43176 2.62936 1.51263 -0.78 0.34 -0.01 0.0867
H 2.38866 3.24438 3.18149 -0.40 0.52 0.07 0.0832
H 4.08318 1.41216 2.39152 1.50 0.35 -1.04 0.1227
H 3.68773 2.31559 4.79339 0.29 -0.35 -0.24 0.0848
H 4.26400 0.57846 4.58692 -0.34 0.59 0.23 0.0857
H 2.54404 0.97344 4.95644 0.78 0.27 -0.58 0.0856
H 1.71833 0.04041 2.66306 -0.89 -0.13 0.15 0.0492
C 2.48546 -2.77552 -0.86285 0.16 -0.74 0.98 -0.0324
C 3.66383 -1.82279 -0.64635 -1.00 -0.12 1.71 -0.4524
C 4.34652 -1.58369 -1.92793 0.37 -0.03 -1.82 -0.0621
O 3.24854 -0.50199 -0.19112 0.03 -0.74 0.04 -0.0820
H 1.77934 -2.84676 -0.01766 0.55 0.06 0.05 0.0708
H 2.89339 -3.78731 -1.04254 -0.27 0.34 0.09 0.0772
H 1.86489 -2.52823 -1.69832 -0.09 0.41 -0.77 0.0441
H 4.31449 -2.24238 0.15711 -0.23 0.08 -0.62 0.1304
H 3.79634 -0.73836 -2.35636 0.31 -0.14 -0.35 0.0817
H 4.38164 -2.40150 -2.67264 -0.62 0.05 0.58 0.0958
H 5.38356 -1.34821 -1.84764 0.76 0.71 0.41 0.0699
H 3.04186 -0.52597 0.76465 0.04 0.06 -0.37 0.0426
C -3.77272 -6.24404 -0.60585 0.30 -0.67 1.55 -0.0547
C -3.69866 -5.03782 0.32913 0.40 0.58 -2.27 -0.5236
C -3.43830 -5.46669 1.68944 1.04 -0.13 2.86 -0.0902
O -2.58652 -4.26619 -0.17038 -0.28 0.89 0.61 -0.0846
H -2.82296 -6.79235 -0.50607 -0.14 0.14 0.06 0.0774
H -3.81259 -5.94687 -1.63155 -0.67 0.08 -0.63 0.0667
H -4.55336 -6.94080 -0.22018 0.24 0.52 -0.86 0.0932
H -4.62933 -4.45422 0.26720 0.12 0.02 -0.06 0.1402
H -3.21462 -4.64241 2.40829 -0.37 -0.16 -0.67 0.0845
H -2.50184 -6.06022 1.71753 -0.64 -0.12 -0.03 0.0959
H -4.28989 -6.00305 2.11871 0.22 -0.25 -0.06 0.0862
H -2.51112 -3.44626 0.38620 -0.30 -0.97 -0.48 0.0466
C -0.58786 -0.35053 0.75026 1.13 0.44 0.97 -0.0297
C -0.91571 -1.76804 1.09516 -0.84 -0.19 -1.03 -0.4763
C -0.10127 -2.24535 2.25478 -1.07 -1.04 0.80 -0.0284
O -2.31406 -1.91298 1.36655 -0.37 0.94 1.69 -0.1213
H -0.55847 0.24889 1.66653 0.09 0.13 0.08 0.0824
H -1.25503 0.16070 0.10859 -0.97 0.13 -0.86 0.0549
H 0.39573 -0.32574 0.29255 0.37 0.16 -0.04 0.0739
H -0.77013 -2.34959 0.17360 0.22 -0.27 0.34 0.1356
H 0.92746 -2.23061 1.99992 1.16 -0.12 -0.01 0.0521
H -0.40715 -3.25730 2.62817 0.34 0.69 -0.62 0.1105
H -0.29668 -1.57364 3.09011 0.20 0.20 0.16 0.0642
H -2.49518 -1.41934 2.24970 0.03 -0.93 -1.13 0.1079
```
Positions in Å, forces in eV/Å.